# 1
DFT (the ωB97M-V functional and the def2-TZVPD basis) results for C4H7NO in the gas phase.

```
! RIJCOSX wB97M-V def2-TZVPD def2/J DEFGRID3
* xyz 0 1
C -2.230 -0.040 0.236
N -1.079 0.571 0.009
C -0.211 0.066 -0.910
C 1.157 -0.302 -0.551
C 1.863 0.133 0.657
O 1.346 -1.178 0.596
H -2.242 -1.106 0.067
H -3.128 0.502 0.496
H -0.866 1.448 0.487
H -0.706 -0.496 -1.694
H 1.765 -0.610 -1.401
H 2.951 0.212 0.636
H 1.379 0.800 1.373
*
```

---

# 2
DFT (the ωB97M-V functional and the def2-TZVPD basis) results for C4H7NO in the gas phase.

```
! RIJCOSX wB97M-V def2-TZVPD def2/J DEFGRID3
* xyz 0 1
O 1.902 2.242 -0.588
C 0.973 1.544 -0.266
C 1.156 0.120 0.213
N -0.020 -0.604 0.687
C -0.790 -1.386 -0.258
C -1.392 -0.207 0.409
H -0.063 1.925 -0.318
H 1.918 0.149 1.009
H 1.616 -0.437 -0.622
H -1.059 -2.398 0.044
H -0.554 -1.269 -1.319
H -1.600 0.651 -0.226
H -2.089 -0.330 1.235
*
```

---

# 3
DFT (the ωB97M-V functional and the def2-TZVPD basis) results for C4H7NO in the gas phase.

```
! RIJCOSX wB97M-V def2-TZVPD def2/J DEFGRID3
* xyz 0 1
C -0.794 1.248 0.271
N 0.500 0.777 -0.448
C 0.231 -0.526 -1.149
C 0.342 -1.256 0.197
C 0.920 0.068 0.706
O 1.440 0.496 1.695
H -1.023 0.796 1.267
H -0.689 2.311 0.457
H -1.630 0.990 -0.370
H 1.010 -0.843 -1.853
H -0.708 -0.484 -1.703
H 1.034 -2.077 0.301
H -0.632 -1.500 0.629
*
```

---

# 4
DFT (the ωB97M-V functional and the def2-TZVPD basis) results for 2 unconnected molecules or ions with the total composition C4H7NO.

```
! RIJCOSX wB97M-V def2-TZVPD def2/J DEFGRID3
* xyz 0 1
C -1.795 0.762 -0.478
C 0.303 -1.605 0.176
O 0.886 -0.781 0.958
C 1.583 0.305 0.636
C 1.769 0.605 -0.717
N 1.864 0.774 -1.870
H -2.590 1.504 -0.374
H -1.470 0.710 -1.521
H -2.166 -0.217 -0.161
H 0.354 -1.465 -0.900
H -0.228 -2.406 0.668
H 2.003 0.835 1.474
H -0.945 1.060 0.145
*
```

---

# 5
DFT (the ωB97M-V functional and the def2-TZVPD basis) results for C4H7NO in the gas phase.

```
! RIJCOSX wB97M-V def2-TZVPD def2/J DEFGRID3
* xyz 0 1
O 1.822 0.756 0.378
C 0.907 0.237 -0.539
C 0.316 -1.177 -0.199
C -1.029 -0.513 0.123
N -0.715 0.567 1.076
C -0.509 0.768 -0.367
H 1.354 0.701 1.233
H 1.331 0.351 -1.536
H 0.822 -1.730 0.598
H 0.240 -1.783 -1.108
H -2.017 -0.951 -0.017
H -1.432 1.255 1.256
H -1.092 1.518 -0.898
*
```

---

# 6
DFT (the ωB97M-V functional and the def2-TZVPD basis) results for C4H7NO in the gas phase.

```
! RIJCOSX wB97M-V def2-TZVPD def2/J DEFGRID3
* xyz 0 1
C 1.049 -0.328 0.812
C 1.061 0.711 -0.386
N 0.075 1.276 -0.940
C -1.169 0.680 -0.493
C -1.021 -0.831 -0.329
O -0.453 -1.520 -1.141
H 1.853 -1.018 0.575
H 1.251 0.315 1.664
H 0.294 -1.026 1.237
H 2.077 1.028 -0.683
H -1.936 0.785 -1.266
H -1.528 1.192 0.411
H -1.552 -1.265 0.540
*
```

---

# 7
DFT (the ωB97M-V functional and the def2-TZVPD basis) results for C4H7NO in the gas phase.

```
! RIJCOSX wB97M-V def2-TZVPD def2/J DEFGRID3
* xyz 0 1
C 0.220 -1.211 -1.130
C 0.292 0.133 -0.441
C -1.009 0.615 0.227
N -0.584 1.182 1.511
C 0.617 0.806 1.653
O 1.221 0.097 0.671
H 1.174 -1.478 -1.596
H -0.054 -1.997 -0.419
H -0.545 -1.170 -1.914
H 0.675 0.892 -1.135
H -1.543 1.353 -0.379
H -1.698 -0.219 0.424
H 1.234 0.996 2.526
*
```

---

# 8
DFT (the ωB97M-V functional and the def2-TZVPD basis) results for C4H7NO in the gas phase.

```
! RIJCOSX wB97M-V def2-TZVPD def2/J DEFGRID3
* xyz 0 1
C -1.203 0.297 -0.849
C 0.088 0.576 -0.396
N 1.087 1.213 -1.114
C 0.314 -0.177 0.774
C -0.480 -1.319 0.779
O 0.966 0.357 1.853
H -2.056 0.471 -0.214
H -1.428 0.307 -1.914
H 0.825 1.570 -2.018
H 2.011 0.813 -1.067
H -0.444 -2.028 -0.032
H -0.848 -1.731 1.718
H 1.167 -0.348 2.479
*
```

---

# 9
DFT (the ωB97M-V functional and the def2-TZVPD basis) results for C4H7NO in the gas phase.

```
! RIJCOSX wB97M-V def2-TZVPD def2/J DEFGRID3
* xyz 0 1
C 0.783 0.908 -0.882
C -0.157 0.349 0.204
C -0.288 -1.153 0.252
N -0.873 1.182 0.806
C -1.006 0.746 2.073
O -0.021 0.106 2.427
H 0.442 1.981 -0.802
H 0.569 0.341 -1.717
H 1.762 0.720 -0.506
H -0.243 -1.609 -0.734
H -1.024 -1.545 0.901
H 0.769 -1.425 0.426
H -1.901 0.926 2.640
*
```

---

# 10
DFT (the ωB97M-V functional and the def2-TZVPD basis) results for a molecular structure, C4H7NO.

```
! RIJCOSX wB97M-V def2-TZVPD def2/J DEFGRID3
* xyz 0 1
O 2.046 0.592 0.424
C 0.954 0.377 -0.414
C 0.274 -1.008 -0.326
C -1.104 -0.423 -0.070
N -0.858 0.628 0.936
C -0.202 1.339 -0.022
H 1.677 0.776 1.299
H 1.312 0.629 -1.410
H 0.655 -1.639 0.485
H 0.316 -1.563 -1.266
H -2.007 -0.983 0.137
H -1.712 1.081 1.252
H -1.350 0.194 -1.023
*
```

---

# 11
DFT (the ωB97M-V functional and the def2-TZVPD basis) results for C4H7NO in the gas phase.

```
! RIJCOSX wB97M-V def2-TZVPD def2/J DEFGRID3
* xyz 0 1
C -1.681 -0.346 0.469
C -0.279 -0.428 -0.062
C 0.230 0.289 -1.247
N 0.537 0.803 0.092
C 1.811 0.491 0.634
O 2.637 -0.234 0.139
H -1.669 -0.514 1.551
H -2.324 -1.101 0.006
H -2.087 0.653 0.283
H 0.270 -1.341 0.167
H 1.024 -0.172 -1.832
H -0.438 0.932 -1.820
H 1.968 0.969 1.620
*
```

---

# 12
DFT (the ωB97M-V functional and the def2-TZVPD basis) results for a molecular structure, C4H7NO.

```
! RIJCOSX wB97M-V def2-TZVPD def2/J DEFGRID3
* xyz 0 1
C -0.382 -0.684 1.905
C 0.150 -0.444 0.505
O 1.040 -1.152 0.038
C -0.495 0.591 -0.268
C 0.874 0.809 -1.649
N -0.430 0.478 -1.686
H -1.052 -1.550 1.887
H -0.942 0.173 2.286
H 0.439 -0.920 2.587
H -1.318 1.186 0.140
H 1.694 0.210 -2.062
H 1.105 1.840 -1.437
H -0.754 -0.376 -2.125
*
```

---

# 13
DFT (the ωB97M-V functional and the def2-TZVPD basis) results for C4H7NO in the gas phase.

```
! RIJCOSX wB97M-V def2-TZVPD def2/J DEFGRID3
* xyz 0 1
C 1.448 0.384 0.419
O 0.890 -0.829 0.045
C -0.358 -0.541 -0.635
C -1.537 -0.771 0.307
C -0.325 0.905 -1.072
N 0.725 1.354 -0.431
H 1.271 0.624 1.480
H 1.012 2.324 -0.466
H 2.526 0.394 0.218
H -0.412 -1.216 -1.495
H -1.506 -1.790 0.703
H -1.489 -0.072 1.151
H -2.484 -0.614 -0.214
*
```

---

# 14
DFT (the ωB97M-V functional and the def2-TZVPD basis) results for 2 unconnected molecules or ions with the total composition C4H7NO.

```
! RIJCOSX wB97M-V def2-TZVPD def2/J DEFGRID3
* xyz 0 1
H 0.500 1.126 1.044
N 0.324 0.275 0.509
C 1.288 -0.130 -0.183
C 2.647 0.469 -0.316
H 1.114 -1.035 -0.761
H 2.836 0.715 -1.360
H 3.398 -0.256 -0.007
H 2.745 1.369 0.289
C -2.587 -0.832 0.305
C -3.541 -0.051 -0.057
O -4.391 0.676 -0.389
H -1.575 -0.463 0.392
H -2.759 -1.864 0.535
*
```

---

# 15
DFT (the ωB97M-V functional and the def2-TZVPD basis) results for C4H7NO in the gas phase.

```
! RIJCOSX wB97M-V def2-TZVPD def2/J DEFGRID3
* xyz 0 1
O -2.696 0.828 0.934
C -1.745 0.116 0.708
N -0.459 0.331 1.145
C 0.608 -0.277 0.415
C 1.419 0.407 -0.663
C 0.277 -0.468 -1.053
H -1.812 -0.803 0.097
H -0.328 0.783 2.039
H 1.186 -1.010 0.979
H 1.347 1.474 -0.845
H 2.400 -0.035 -0.803
H 0.395 -1.428 -1.541
H -0.591 0.084 -1.413
*
```

---

# 16
DFT (the ωB97M-V functional and the def2-TZVPD basis) results for C4H7NO in the gas phase.

```
! RIJCOSX wB97M-V def2-TZVPD def2/J DEFGRID3
* xyz 0 1
C -1.357 -0.589 0.325
C -0.202 0.059 0.253
C 0.827 0.302 1.411
C 0.093 0.881 -1.047
N 0.274 0.354 -2.136
O 0.525 -1.059 -2.124
H -2.317 -0.412 -0.391
H -1.437 -1.309 1.216
H 0.731 1.464 1.537
H 1.889 0.102 1.043
H 0.643 -0.335 2.283
H 0.027 1.979 -1.109
H 0.305 -1.435 -1.260
*
```

---

# 17
DFT (the ωB97M-V functional and the def2-TZVPD basis) results for C4H7NO in the gas phase.

```
! RIJCOSX wB97M-V def2-TZVPD def2/J DEFGRID3
* xyz 0 1
C -0.881 1.607 -0.190
C -0.370 0.549 0.746
O -0.406 0.623 1.944
N 0.260 -0.613 0.122
C 0.450 -0.702 -1.221
C 0.817 -1.535 0.909
H -1.570 2.239 0.370
H -0.046 2.213 -0.551
H -1.381 1.179 -1.062
H 1.375 -1.164 -1.536
H -0.386 -0.598 -1.902
H 1.253 -1.263 1.858
H 0.885 -2.536 0.511
*
```

---

# 18
DFT (the ωB97M-V functional and the def2-TZVPD basis) results for C4H7NO in the gas phase.

```
! RIJCOSX wB97M-V def2-TZVPD def2/J DEFGRID3
* xyz 0 1
O 1.494 0.591 1.705
C 1.679 -0.130 0.738
N 0.882 0.098 -0.339
C -0.412 0.989 0.311
C -1.227 -0.203 -0.136
C -0.121 -0.728 -1.035
H 2.516 -0.839 0.727
H -0.345 1.859 -0.326
H -0.680 1.348 1.348
H -1.367 -0.882 0.712
H -2.184 0.017 -0.587
H -0.020 -1.814 -1.078
H -0.206 -0.328 -2.045
*
```

---

One value per record, in order, for energy above the lowest of the compared OMol25 structures with the same formula, charge and spin: 446.7 259.3 226.4 419.0 279.9 267.6 93.4 319.0 272.7 450.3 178.3 344.8 258.7 212.2 164.9 400.9 325.3 285.4 kJ/mol.
One value per record, in order, for maximum force: 0.00771 0.00666 0.02376 0.02519 0.02273 0.02705 0.00810 0.03673 0.08828 0.04331 0.01025 0.01232 0.01158 0.03099 0.01047 0.08341 0.01866 0.05869 Eh/bohr.